# 1
62
Properties=species:S:1:pos:R:3:forces:R:3:mulliken_charge:R:1 method="wB97M-V/def2-TZVPD" total_charge=+1 relative_energy_kcal_mol=0.0 spin_multiplicity=1 homo_lumo_gap_ha=0.193 homo_ev=-11.047 fmax_ev_per_a=1.54
C -5.08043 3.85955 -2.81125 -0.021 -0.075 0.170 -1.36
C -4.09885 3.03162 -1.98755 -0.042 0.103 0.085 -0.19
C -2.78380 2.75266 -2.68944 0.163 -0.252 0.145 -0.49
C -1.93089 1.82479 -1.82384 0.591 0.414 -0.601 -0.25
O -0.63648 1.74362 -2.48816 -0.215 0.400 0.913 -0.37
C 0.40390 1.23278 -1.77457 0.297 -1.202 0.195 0.90
C 0.37985 -0.05796 -1.34620 -0.143 1.304 -0.804 -1.64
O 1.41943 2.08609 -1.57103 -0.100 -0.479 -0.535 -0.41
Si 2.90186 2.27511 -2.41438 -0.577 0.379 0.125 0.26
C 3.83101 3.28637 -1.17148 0.200 0.041 0.070 -0.94
C 3.66114 0.63203 -2.82573 0.032 -0.147 0.033 -1.02
C 2.53189 3.23413 -3.96006 0.054 -0.014 -0.065 -0.99
H -5.99992 3.99184 -2.23540 -0.006 0.062 -0.221 0.39
H -4.67855 4.85121 -3.03977 -0.001 -0.123 0.037 0.32
H -5.31977 3.36702 -3.75863 -0.019 0.043 0.125 0.33
H -3.87409 3.55502 -1.05104 -0.132 -0.034 -0.002 0.33
H -4.55599 2.07267 -1.70689 -0.074 0.126 -0.043 0.16
H -2.96871 2.28034 -3.66589 0.155 0.115 0.211 0.30
H -2.22735 3.69048 -2.86064 -0.170 -0.389 0.036 0.33
H -1.79084 2.24646 -0.81508 0.013 -0.041 -0.239 0.38
H -2.37783 0.82232 -1.71838 0.114 0.207 -0.191 0.02
H 1.28868 -0.59938 -1.11147 -0.209 0.149 0.341 0.58
H -0.57838 -0.54400 -1.48425 0.457 -0.444 -0.244 0.56
H 4.82044 3.58027 -1.54231 -0.149 -0.029 0.112 0.35
H 3.25880 4.19855 -0.95169 0.159 -0.211 -0.037 0.29
H 3.95858 2.72647 -0.23664 0.030 0.142 -0.135 0.25
H 4.60768 0.80895 -3.35809 -0.211 -0.085 0.135 0.38
H 3.87865 0.04095 -1.92668 -0.024 0.045 -0.219 0.29
H 3.00550 0.05345 -3.49142 0.168 0.081 0.182 0.34
H 3.41807 3.34043 -4.60112 -0.207 -0.019 0.134 0.37
H 1.74996 2.71969 -4.53177 0.106 0.156 0.017 0.31
H 2.17509 4.23520 -3.69144 0.003 -0.157 -0.130 0.28
C 4.08871 -3.31274 5.80235 0.546 0.299 0.294 -1.43
C 3.16912 -2.71020 4.80748 -0.111 0.005 -0.639 0.84
C 1.85590 -3.16698 4.68292 -0.855 -0.678 0.281 0.13
F 1.45470 -4.14413 5.56078 0.234 1.062 -0.846 -0.32
C 0.96306 -2.70822 3.73367 0.277 -0.102 -0.005 -0.89
C 1.41715 -1.77857 2.74309 0.407 -0.119 0.518 0.49
C 0.59937 -1.32063 1.67775 -0.104 -0.281 1.083 -0.05
C -0.69362 -1.81388 1.35763 -1.006 -0.417 -0.536 0.60
C -1.11703 -3.17406 1.54013 0.044 0.402 0.036 -1.20
C -2.39047 -3.53507 1.14860 -0.146 -0.760 0.684 0.45
F -2.85095 -4.79207 1.46404 0.663 1.093 -0.513 -0.33
C -3.29272 -2.67642 0.51183 0.464 0.521 0.161 0.70
C -4.64249 -3.12673 0.10415 -0.460 0.009 -0.385 -1.57
C -2.87805 -1.34580 0.31184 -0.030 -0.229 0.373 -0.26
C -1.64415 -0.92592 0.76568 0.629 0.405 -0.269 -1.19
C 2.74440 -1.26177 2.90234 -0.397 0.058 -0.419 -0.95
C 3.58500 -1.71955 3.89921 0.090 0.212 -0.015 -0.51
H 5.00135 -2.71774 5.83722 0.044 -0.138 0.037 0.38
H 3.67644 -3.34273 6.81116 -0.190 -0.039 -0.104 0.35
H 4.35872 -4.33814 5.52926 -0.153 0.096 -0.041 0.32
H -0.07102 -3.04910 3.74582 0.394 0.053 0.162 0.89
H 0.97188 -0.48002 1.09020 -0.195 -0.023 0.118 0.61
H -0.44317 -3.91570 1.96697 -0.299 0.087 -0.284 0.88
H -5.05805 -2.38595 -0.58398 -0.053 -0.213 0.031 0.39
H -4.62323 -4.10784 -0.38267 0.000 0.177 0.167 0.35
H -5.32371 -3.18427 0.96233 0.217 -0.094 -0.052 0.34
H -3.55217 -0.63208 -0.17973 0.277 -0.380 0.310 0.39
H -1.36571 0.12684 0.64538 -0.061 -0.510 0.034 0.73
H 3.07502 -0.49333 2.19548 0.006 -0.330 0.282 0.49
H 4.59708 -1.30594 3.99134 -0.473 -0.235 -0.061 0.32

***

# 2
54
Properties=species:S:1:pos:R:3:forces:R:3:mulliken_charge:R:1 method="wB97M-V/def2-TZVPD" relative_energy_kcal_mol=24.4 spin_multiplicity=2 homo_lumo_gap_ha="0.219 / 0.101" homo_ev="-6.470 / -6.436" s2=0.767 fmax_ev_per_a=1.54
Pt -0.17100 0.33741 0.00076 0.288 -0.330 1.480 2.66
C 6.67719 0.29631 0.00787 0.039 0.034 -0.011 -0.79
O 6.29850 0.13855 1.36417 -0.014 -0.007 0.004 -0.47
C 4.98134 0.16360 1.65148 -0.035 -0.009 0.070 1.10
C 4.65952 -0.02696 3.01440 0.071 -0.014 -0.023 -1.12
C 3.35130 -0.04937 3.38181 0.002 -0.019 -0.018 -0.91
C 2.29286 0.12225 2.45325 -0.057 -0.105 -0.134 0.24
C 0.93366 0.01177 2.89121 0.139 0.087 0.032 1.31
C 0.62097 -0.23412 4.34567 -0.078 0.063 -0.047 -1.94
O -0.05771 0.10264 2.14116 -0.252 -0.275 -0.190 -0.84
C 2.62905 0.37228 1.09308 -0.027 0.045 0.378 -0.33
O 1.80544 0.65839 0.13628 -0.088 0.122 -0.984 -1.01
C 3.99350 0.36151 0.71903 -0.043 0.034 -0.089 0.03
H 7.76204 0.24546 -0.00808 -0.002 -0.003 0.000 0.26
H 6.35086 1.26204 -0.38391 -0.009 -0.002 0.001 0.35
H 6.26502 -0.50801 -0.60731 -0.012 0.001 -0.001 0.29
H 5.46108 -0.16106 3.72642 -0.010 0.002 0.007 0.44
H 3.11718 -0.20526 4.42560 -0.025 -0.012 -0.015 0.41
H 1.13127 -1.12502 4.70835 0.005 -0.001 0.008 0.47
H -0.45233 -0.36629 4.45073 0.008 0.005 -0.005 0.29
H 0.93815 0.61691 4.94983 0.035 -0.018 0.006 0.43
H 4.20399 0.55030 -0.32324 0.020 0.068 0.023 0.49
S 1.91070 3.39680 -2.58236 -0.123 -0.140 0.040 -0.70
Sb -0.28671 3.13584 -2.02226 0.270 0.637 -0.564 0.33
S -0.62018 0.68864 -2.26243 0.445 -0.127 0.464 -0.49
S -0.29644 2.63455 0.40618 -0.412 -0.730 0.001 -0.42
Br -4.89807 -1.98859 -2.22096 0.014 -0.004 -0.012 -0.19
C -4.11331 -0.88760 -0.91282 -0.041 -0.063 0.114 -0.48
C -4.89099 -0.06021 -0.12213 0.005 0.008 0.015 -0.01
C -4.26634 0.70842 0.84632 -0.052 -0.114 0.025 -0.87
C -2.89310 0.65300 0.96749 -0.012 -0.199 0.119 -0.19
N -2.15442 -0.13184 0.17108 -0.137 0.987 -0.644 0.07
C -2.74295 -0.89661 -0.75632 0.075 -0.194 0.152 0.07
H -5.96318 -0.02519 -0.25810 -0.001 -0.002 0.002 0.46
H -4.83753 1.35605 1.49492 0.020 0.009 0.009 0.40
H -2.35371 1.22587 1.70545 0.019 0.104 -0.095 0.43
H -2.09672 -1.53025 -1.34291 0.018 0.081 -0.052 0.60
O 0.85017 -3.87821 -0.60684 0.044 0.039 0.084 -0.71
C 0.84432 -2.68235 -0.86453 0.029 -0.020 -0.348 -0.16
O 0.08088 -1.80517 -0.34464 0.011 0.055 0.254 -0.87
C 1.79840 -2.26320 -1.99781 -0.038 0.024 0.089 0.40
C 2.18467 -3.30267 -2.90815 -0.044 0.074 -0.110 -0.70
C 2.97896 -3.08132 -4.01585 0.027 -0.075 -0.050 -1.05
C 3.41815 -1.78333 -4.17899 -0.025 0.105 0.046 1.06
O 4.18557 -1.26508 -5.13440 -0.008 0.008 -0.041 -0.43
C 4.31423 0.13678 -4.85657 0.034 0.088 -0.064 -0.25
O 3.66398 0.36869 -3.61549 0.048 0.086 0.018 -0.44
C 3.08556 -0.75913 -3.24592 -0.079 -0.244 -0.001 0.03
C 2.27089 -0.98141 -2.14836 0.091 -0.099 -0.117 -0.18
H 1.80746 -4.29394 -2.69802 -0.025 0.013 0.056 0.54
H 3.24338 -3.86357 -4.71174 -0.007 -0.002 0.009 0.46
H 3.81932 0.71469 -5.63659 -0.069 -0.046 0.015 0.31
H 5.36699 0.39961 -4.77642 0.008 -0.066 0.065 0.28
H 2.05241 -0.18039 -1.46610 -0.038 0.140 0.029 1.31

***

# 3
83
Properties=species:S:1:pos:R:3:forces:R:3:mulliken_charge:R:1 method="wB97M-V/def2-TZVPD" total_charge=+1 relative_energy_kcal_mol=0.0 spin_multiplicity=2 homo_lumo_gap_ha="0.233 / 0.233" homo_ev="-9.938 / -9.938" s2=0.802 fmax_ev_per_a=0.54
Co -1.30087 -1.19891 0.26378 0.112 -0.309 0.413 -1.03
O -6.35789 -5.55679 -0.66960 0.102 -0.338 -0.273 -0.71
C -6.54202 -4.39546 -0.29640 -0.043 -0.175 0.355 0.43
O -7.53210 -3.78468 0.11248 -0.316 0.300 0.015 -0.70
C -5.24693 -3.55532 -0.25992 0.362 0.278 -0.109 -0.45
C -4.03600 -4.11441 -0.66308 -0.070 0.062 -0.063 -0.92
C -2.89306 -3.34755 -0.58349 0.086 0.042 0.008 0.89
N -2.93619 -2.09381 -0.12411 -0.018 -0.158 0.220 0.20
C -4.08325 -1.53936 0.27498 0.057 0.072 0.000 0.38
C -5.26788 -2.24660 0.21513 -0.018 -0.030 -0.078 -0.80
C -3.86692 -0.19230 0.84391 -0.071 -0.064 -0.044 0.69
C -4.89119 0.64276 1.25799 0.084 -0.042 0.010 -0.84
C -4.57187 1.84865 1.85681 0.030 -0.010 0.000 -0.68
C -3.23800 2.17876 2.03913 -0.005 -0.029 -0.015 -1.15
C -2.26900 1.30510 1.58393 0.029 0.057 0.050 -0.02
N -2.56496 0.15420 0.97971 -0.093 0.015 -0.269 1.08
C -1.51114 -3.77700 -0.87708 -0.048 -0.004 0.054 0.31
C -1.19966 -4.92405 -1.59068 0.002 0.029 0.114 -0.89
C 0.12936 -5.25551 -1.78073 0.001 -0.011 -0.001 -0.80
C 1.11265 -4.43648 -1.24598 -0.022 0.032 0.047 -1.32
C 0.72780 -3.29801 -0.56402 0.006 -0.097 0.065 -0.54
N -0.55133 -2.96019 -0.38086 -0.138 0.249 -0.454 1.28
H -4.05445 -5.14280 -0.99798 -0.026 -0.049 -0.017 0.61
H -6.22535 -1.85974 0.53824 -0.037 0.014 0.008 0.63
H -5.91801 0.33959 1.11943 -0.031 -0.013 -0.003 0.51
H -5.35488 2.51516 2.18957 -0.016 0.017 0.015 0.45
H -2.94760 3.09599 2.52902 0.015 0.021 0.004 0.54
H -1.21715 1.51830 1.71848 0.018 0.023 -0.021 0.79
H -1.99601 -5.53890 -1.98372 -0.008 -0.017 -0.009 0.54
H 0.39383 -6.14598 -2.33368 0.011 -0.021 -0.007 0.47
H 2.16149 -4.67291 -1.34803 0.028 0.003 -0.004 0.55
H 1.46041 -2.63994 -0.12159 0.079 0.094 -0.038 0.91
C 4.45476 -1.68809 -2.63942 0.080 -0.009 0.030 -1.14
N 3.10536 -1.17821 -2.40104 0.029 0.039 -0.050 0.17
C 2.15832 -1.27521 -3.37562 -0.076 0.019 -0.034 -0.19
C 0.87489 -0.91642 -3.18360 0.085 -0.087 0.088 -1.18
C 0.51289 -0.41519 -1.88951 -0.139 0.063 -0.139 0.63
O -0.66646 -0.26103 -1.52608 -0.135 0.054 0.180 -0.40
N 1.53155 -0.09743 -1.02056 0.096 0.147 -0.067 0.29
C 2.80693 -0.62797 -1.16356 -0.191 -0.147 -0.092 0.33
O 3.59413 -0.62693 -0.24432 0.226 0.019 0.146 -0.67
H 4.80459 -1.32742 -3.60414 0.026 -0.019 -0.001 0.42
H 4.45913 -2.77767 -2.63024 0.025 0.005 0.007 0.31
H 5.10291 -1.31990 -1.84986 -0.016 -0.027 -0.056 0.35
H 2.50265 -1.69712 -4.31055 0.008 -0.002 -0.006 0.50
H 0.11827 -1.04916 -3.93828 -0.034 -0.014 -0.017 0.59
C 5.43863 4.47787 -0.40560 0.023 0.011 -0.011 -1.20
C 4.83332 3.99613 0.90506 -0.025 -0.017 -0.002 -0.71
C 3.36040 3.60771 0.77802 0.005 0.034 -0.021 -0.36
C 3.15199 2.40109 -0.14858 0.073 -0.009 0.078 -1.06
Ge 1.41298 1.56215 0.03584 -0.043 -0.169 -0.045 -0.14
C 0.01139 2.56370 -0.88038 -0.083 0.014 0.009 -0.58
C 0.06015 4.05635 -0.55530 0.004 0.000 -0.052 -1.12
C -0.11089 4.36963 0.92430 -0.035 -0.010 0.047 0.82
C 0.00006 5.85760 1.21854 -0.015 0.029 0.024 -1.61
H 6.47509 4.78384 -0.27229 0.018 0.007 0.011 0.40
H 4.88864 5.33480 -0.79787 -0.023 0.034 -0.010 0.30
H 5.42669 3.69840 -1.16768 0.003 -0.039 -0.027 0.28
H 4.92525 4.77850 1.66087 -0.005 0.023 0.000 0.41
H 5.39589 3.13729 1.28124 0.007 -0.017 0.013 0.35
H 2.80125 4.46826 0.40346 -0.040 0.027 0.025 0.02
H 2.96350 3.39347 1.77473 0.033 -0.039 0.026 0.40
H 3.90992 1.64859 0.06487 -0.008 -0.020 -0.011 0.60
H 3.25152 2.67989 -1.20081 0.046 0.048 0.000 0.52
H 1.10878 1.06201 1.45930 -0.061 0.029 0.034 -0.07
H -0.97043 2.14287 -0.66796 0.004 0.003 0.022 0.35
H 0.17877 2.40772 -1.94917 0.011 -0.022 -0.018 0.71
H -0.72340 4.56700 -1.12160 -0.005 0.007 0.004 0.53
H 1.00342 4.48097 -0.90825 0.038 0.021 0.000 0.24
H 0.64115 3.83029 1.51484 0.005 -0.002 -0.012 0.20
H -1.08360 3.99498 1.25981 0.004 0.017 -0.021 -0.26
H 0.97532 6.24146 0.91574 0.023 0.009 -0.005 0.33
H -0.12584 6.06962 2.27924 -0.001 0.002 0.026 0.41
H -0.75893 6.41967 0.67325 -0.012 0.006 -0.017 0.37
C -1.40646 -3.15416 2.92841 -0.013 0.006 0.038 -1.01
S -0.61192 -1.58470 2.54054 0.057 0.088 -0.091 0.29
C 1.12080 -2.07701 2.61006 0.002 -0.073 0.046 -0.67
H -1.08181 -3.48384 3.91280 0.000 -0.007 0.010 0.47
H -1.16646 -3.90477 2.17823 0.015 -0.008 -0.014 0.19
H -2.48052 -2.98429 2.94832 -0.038 0.007 -0.019 0.34
H 1.27814 -3.00728 2.06959 -0.017 -0.031 0.006 0.25
H 1.41091 -2.21063 3.65033 -0.004 0.020 -0.007 0.47
H 1.72453 -1.28924 2.16322 0.008 0.043 0.003 0.11

***

# 4
11
Properties=species:S:1:pos:R:3:forces:R:3:mulliken_charge:R:1 method="wB97M-V/def2-TZVPD" smiles="CC=O.N" relative_energy_kcal_mol=18.0 spin_multiplicity=1 homo_lumo_gap_ha=0.386 homo_ev=-9.659 fmax_ev_per_a=1.14
C -0.14470 0.23501 1.87857 -0.463 -0.538 0.897 -0.74
C 0.74907 0.35062 3.08612 -0.134 0.641 0.203 0.10
O 1.14043 1.41844 3.48670 0.001 -0.153 -0.037 -0.46
H -0.58818 -0.75652 1.78549 0.154 -0.030 -0.057 0.28
H -0.95279 0.96017 1.94066 0.119 0.189 -0.024 0.26
H 0.47086 0.44635 1.03517 0.343 0.169 -0.880 0.23
H 1.05669 -0.55914 3.62375 -0.018 -0.278 -0.102 0.33
N -0.32453 -0.43641 -4.24823 0.347 0.314 -0.972 -0.58
H -0.28264 -0.11689 -3.30354 -0.256 -0.228 0.156 0.19
H -1.11400 -0.18513 -4.81184 -0.237 0.217 0.366 0.20
H -0.01023 -1.35650 -4.47285 0.145 -0.302 0.450 0.19